# 1
The following is a DFT calculation (ωB97M-V/def2-TZVPD) of 9 unconnected molecules or ions with the total composition C27H78N12O9 in a non-equilibrium geometry.

Properties
E in a.u.: -2409.74474
Maximum force in eV Å⁻¹: 3.02
SMILES string: COC[C@H](C)N.COC[C@H](C)N.COC[C@H](C)N.COC[C@H](C)N.COC[C@H](C)N.COC[C@H](C)N.NC(N)=O.NC(N)=O.NC(N)=O
Frontier orbital gap in hartree: 0.3388
HOMO in eV: -8.7
LUMO level in eV: 0.488

Geometry (Å):
C  -11.654  -22.656  16.148
O  -11.545  -21.514  15.614
N  -12.713  -23.537  15.908
N  -10.703  -23.103  17.104
H  -13.480  -23.264  15.294
H  -12.646  -24.452  16.321
H  -10.771  -24.034  17.462
H  -9.961  -22.475  17.325
C  -16.137  -28.048  20.442
O  -16.678  -29.152  20.563
N  -15.122  -27.641  21.355
N  -16.344  -27.205  19.354
H  -14.783  -26.705  21.239
H  -15.255  -28.072  22.256
H  -15.692  -26.439  19.175
H  -17.072  -27.377  18.693
C  -12.820  -27.369  17.174
O  -12.501  -26.163  17.040
N  -12.697  -28.033  18.391
N  -13.301  -28.119  16.100
H  -12.266  -27.579  19.170
H  -13.059  -28.949  18.548
H  -13.388  -27.689  15.200
H  -13.562  -29.078  16.147
C  -12.801  -24.347  20.300
C  -14.155  -23.713  19.922
C  -13.975  -22.296  19.438
O  -15.227  -21.710  19.107
C  -15.032  -20.479  18.492
N  -14.833  -24.593  18.931
H  -12.231  -24.631  19.416
H  -13.050  -25.262  20.838
H  -12.217  -23.659  20.911
H  -14.760  -23.691  20.831
H  -13.235  -22.217  18.622
H  -13.529  -21.693  20.249
H  -14.326  -19.891  19.082
H  -15.971  -19.922  18.525
H  -14.762  -20.567  17.439
H  -15.586  -23.995  18.567
H  -14.199  -24.742  18.141
C  -15.904  -19.501  21.724
C  -16.076  -18.719  23.017
C  -17.241  -17.766  22.860
O  -17.393  -17.088  24.067
C  -18.297  -16.013  24.026
N  -16.240  -19.680  24.111
H  -15.535  -18.883  20.894
H  -16.874  -19.828  21.313
H  -15.287  -20.394  21.803
H  -15.147  -18.174  23.219
H  -18.095  -18.382  22.530
H  -17.048  -17.044  22.054
H  -19.342  -16.333  24.175
H  -18.286  -15.483  23.065
H  -18.040  -15.322  24.827
H  -16.834  -20.496  23.858
H  -16.785  -19.272  24.877
C  -18.308  -18.941  17.140
C  -18.689  -18.551  18.553
C  -19.536  -17.292  18.508
O  -19.872  -16.861  19.789
C  -21.267  -16.673  19.997
N  -19.506  -19.687  19.095
H  -17.839  -18.053  16.675
H  -19.172  -19.095  16.492
H  -17.547  -19.708  17.047
H  -17.832  -18.491  19.219
H  -20.385  -17.412  17.816
H  -18.994  -16.500  17.954
H  -21.631  -15.778  19.485
H  -21.407  -16.539  21.073
H  -21.837  -17.575  19.741
H  -19.854  -19.452  20.033
H  -20.402  -19.672  18.591
C  -11.430  -20.011  21.966
C  -10.158  -19.451  21.334
C  -10.449  -18.522  20.170
O  -11.338  -19.185  19.283
C  -11.288  -18.572  18.024
N  -9.329  -18.752  22.379
H  -12.040  -19.186  22.342
H  -11.184  -20.709  22.764
H  -12.043  -20.518  21.215
H  -9.509  -20.204  20.875
H  -9.494  -18.354  19.663
H  -10.909  -17.563  20.447
H  -11.907  -19.145  17.322
H  -10.322  -18.657  17.511
H  -11.677  -17.553  18.090
H  -9.350  -19.369  23.185
H  -9.850  -17.915  22.644
C  -16.000  -25.299  15.383
C  -16.282  -23.958  14.712
C  -16.535  -22.897  15.764
O  -17.666  -23.311  16.517
C  -17.893  -22.449  17.622
N  -15.005  -23.553  13.993
H  -15.511  -25.163  16.346
H  -15.405  -25.941  14.739
H  -16.946  -25.773  15.663
H  -17.105  -24.012  13.991
H  -16.783  -21.931  15.298
H  -15.708  -22.787  16.477
H  -18.938  -22.469  17.922
H  -17.722  -21.409  17.296
H  -17.186  -22.683  18.412
H  -14.992  -24.129  13.149
H  -15.111  -22.592  13.650
C  -17.425  -23.645  22.432
C  -18.407  -22.666  22.966
C  -19.831  -23.212  22.915
O  -20.258  -23.575  21.637
C  -20.345  -22.536  20.702
N  -18.025  -22.091  24.278
H  -16.432  -23.199  22.361
H  -17.624  -23.818  21.367
H  -17.437  -24.596  22.955
H  -18.492  -21.761  22.353
H  -20.533  -22.448  23.315
H  -20.026  -24.035  23.612
H  -20.776  -21.678  21.238
H  -21.028  -22.778  19.890
H  -19.379  -22.290  20.259
H  -18.778  -21.419  24.468
H  -18.134  -22.776  25.031

---

# 2
The following is a DFT calculation (ωB97M-V/def2-TZVPD) of 9 unconnected molecules or ions with the total composition C27H78N12O9 in a non-equilibrium geometry.

Properties
E in a.u.: -2409.43415
Maximum force in eV Å⁻¹: 8.37
SMILES string: COC[C@H](C)N.COC[C@H](C)N.COC[C@H](C)N.COC[C@H](C)N.COC[C@H](C)N.COC[C@H](C)N.NC(N)=O.NC(N)=O.NC(N)=O
Frontier orbital gap in hartree: 0.3293
HOMO in eV: -8.8
LUMO level in eV: 0.127

Geometry (Å):
C  8.342  13.328  -14.680
O  7.880  14.458  -14.546
N  9.462  13.157  -15.204
N  7.814  12.205  -14.205
H  9.790  14.005  -15.643
H  9.898  12.248  -15.134
H  7.088  12.348  -13.518
H  8.348  11.358  -14.336
C  8.669  7.214  -13.484
O  9.446  8.157  -13.744
N  8.062  7.091  -12.352
N  8.477  6.134  -14.091
H  7.287  6.445  -12.394
H  8.283  7.884  -11.766
H  8.993  6.035  -14.953
H  7.610  5.641  -13.931
C  4.513  14.509  -9.078
O  3.476  14.960  -9.482
N  5.650  14.911  -9.612
N  4.744  13.646  -8.096
H  6.550  14.589  -9.284
H  5.586  15.647  -10.300
H  5.554  13.609  -7.493
H  3.784  13.564  -7.794
C  10.862  14.335  -8.556
C  10.883  12.820  -9.069
C  9.683  11.985  -8.636
O  9.865  10.623  -8.972
C  9.008  9.705  -8.278
N  10.967  12.941  -10.547
H  9.995  14.775  -9.048
H  11.795  14.707  -8.980
H  10.887  14.473  -7.475
H  11.856  12.475  -8.720
H  8.769  12.213  -9.183
H  9.551  12.129  -7.564
H  9.390  9.519  -7.275
H  9.066  8.866  -8.972
H  7.978  9.998  -8.480
H  10.652  12.078  -10.968
H  11.960  13.057  -10.690
C  14.371  9.473  -5.056
C  13.710  8.806  -6.316
C  14.745  8.269  -7.354
O  15.478  9.221  -8.149
C  16.250  8.865  -9.252
N  12.928  7.687  -5.711
H  13.693  9.808  -4.271
H  15.190  10.187  -5.149
H  14.989  8.672  -4.652
H  13.122  9.545  -6.860
H  14.021  7.767  -7.996
H  15.486  7.649  -6.849
H  16.758  9.741  -9.655
H  15.755  8.436  -10.123
H  17.073  8.211  -8.966
H  12.439  7.212  -6.456
H  12.076  8.060  -5.319
C  1.976  7.837  -7.937
C  1.372  7.272  -6.563
C  0.308  6.172  -6.708
O  -0.055  5.623  -5.406
C  -1.180  4.748  -5.355
N  2.557  6.755  -5.767
H  2.956  8.313  -7.901
H  1.351  8.415  -8.618
H  2.180  7.019  -8.628
H  1.149  8.151  -5.959
H  0.556  5.406  -7.443
H  -0.584  6.585  -7.181
H  -0.986  3.897  -6.008
H  -2.084  5.314  -5.582
H  -1.292  4.412  -4.324
H  2.996  6.068  -6.363
H  2.125  6.262  -4.999
C  16.588  15.354  -11.120
C  16.097  16.751  -10.634
C  17.060  17.918  -10.617
O  16.345  18.983  -10.009
C  17.055  20.162  -9.841
N  14.883  17.017  -11.255
H  16.682  15.327  -12.206
H  15.976  14.544  -10.722
H  17.524  15.041  -10.658
H  15.799  16.515  -9.612
H  17.683  18.298  -11.427
H  17.779  17.708  -9.825
H  17.187  20.764  -10.740
H  17.977  20.015  -9.280
H  16.390  20.857  -9.327
H  14.674  17.905  -10.822
H  14.187  16.338  -10.980
C  11.800  4.086  -9.505
C  10.452  3.359  -9.495
C  10.448  1.866  -9.740
O  9.182  1.402  -9.877
C  9.129  0.097  -10.255
N  9.996  3.707  -8.242
H  12.344  4.130  -8.561
H  11.738  5.052  -10.004
H  12.468  3.424  -10.056
H  9.800  3.830  -10.231
H  11.000  1.379  -8.937
H  10.931  1.723  -10.707
H  9.522  -0.222  -11.221
H  8.062  -0.123  -10.249
H  9.739  -0.554  -9.629
H  9.398  2.927  -8.009
H  10.838  3.541  -7.710
C  7.699  14.434  -1.681
C  8.239  14.457  -3.145
C  9.727  13.895  -3.218
O  10.750  14.813  -2.858
C  12.124  14.255  -2.890
N  7.251  13.894  -3.943
H  8.159  15.231  -1.097
H  7.905  13.523  -1.118
H  6.664  14.744  -1.535
H  8.367  15.494  -3.457
H  9.999  13.699  -4.255
H  9.793  12.980  -2.629
H  13.014  14.880  -2.823
H  12.207  13.743  -3.849
H  12.328  13.691  -1.980
H  6.381  14.386  -3.794
H  6.953  13.010  -3.555

---

# 3
The following is a DFT calculation (ωB97M-V/def2-TZVPD) of 12 unconnected molecules or ions with the total composition C27H78O18S12 in a non-equilibrium geometry.

Properties
E in a.u.: -7207.71229
Maximum force in eV Å⁻¹: 1.95
Frontier orbital gap in hartree: 0.2930
HOMO in eV: -8.2
LUMO level in eV: -0.247

Geometry (Å):
O  9.891  -0.366  17.973
S  9.319  0.794  17.369
O  10.041  1.545  16.400
O  7.963  0.382  16.643
C  7.141  -0.657  17.249
C  5.903  -0.706  16.389
C  8.715  1.837  18.676
H  6.965  -0.421  18.297
H  7.673  -1.603  17.152
H  6.176  -0.568  15.341
H  5.213  0.116  16.584
H  5.383  -1.662  16.414
H  8.279  1.170  19.419
H  7.865  2.416  18.322
H  9.538  2.423  19.064
O  0.323  -3.194  12.420
S  0.358  -2.065  11.544
O  -0.810  -1.303  11.252
O  1.478  -1.032  11.999
C  2.742  -1.552  12.472
C  3.552  -0.348  12.945
C  1.051  -2.616  10.010
H  3.277  -2.017  11.636
H  2.616  -2.311  13.244
H  2.896  0.495  13.182
H  4.212  0.007  12.153
H  4.088  -0.501  13.879
H  1.241  -1.796  9.320
H  0.316  -3.215  9.468
H  1.927  -3.212  10.239
O  -4.112  -2.964  14.709
S  -3.943  -4.329  14.366
O  -3.161  -5.199  15.186
O  -5.410  -4.916  14.162
C  -5.590  -6.320  13.927
C  -5.395  -7.200  15.139
C  -3.238  -4.451  12.732
H  -4.987  -6.665  13.079
H  -6.607  -6.427  13.551
H  -4.907  -8.151  14.934
H  -6.305  -7.263  15.733
H  -4.674  -6.753  15.826
H  -3.599  -3.621  12.128
H  -3.377  -5.445  12.329
H  -2.182  -4.223  12.894
C  0.592  -4.879  5.155
S  2.324  -5.105  5.557
O  2.953  -4.870  4.215
C  2.516  -3.493  6.367
H  0.451  -3.963  4.589
H  0.013  -4.968  6.078
H  0.278  -5.702  4.512
H  1.873  -3.303  7.225
H  2.370  -2.749  5.584
H  3.567  -3.443  6.663
C  4.215  -5.351  14.093
S  3.901  -4.755  15.767
O  2.698  -5.480  16.223
C  5.330  -5.450  16.603
H  5.146  -4.892  13.738
H  3.377  -4.990  13.499
H  4.377  -6.416  13.926
H  6.270  -5.012  16.244
H  5.487  -6.497  16.313
H  5.329  -5.439  17.689
C  9.836  -3.410  13.250
S  8.022  -3.554  13.214
O  7.695  -3.802  14.650
C  7.830  -1.767  12.970
H  10.278  -3.017  12.333
H  10.243  -4.381  13.506
H  10.007  -2.626  13.988
H  8.172  -1.323  13.905
H  6.802  -1.474  12.784
H  8.462  -1.514  12.119
C  -1.504  -0.652  7.987
S  -2.002  -1.879  6.803
O  -1.372  -3.134  7.330
C  -3.710  -1.976  7.302
H  -1.854  0.349  7.715
H  -0.419  -0.579  8.052
H  -1.865  -0.868  8.994
H  -4.243  -1.029  7.435
H  -3.694  -2.380  8.322
H  -4.341  -2.610  6.685
C  -0.839  -6.000  9.831
S  0.403  -7.178  9.240
O  0.185  -7.291  7.774
C  1.813  -6.043  9.412
H  -0.692  -5.068  9.280
H  -0.654  -5.770  10.883
H  -1.846  -6.361  9.652
H  2.697  -6.678  9.397
H  1.779  -5.638  10.426
H  1.741  -5.321  8.607
C  6.461  -1.872  9.382
S  5.412  -0.954  8.228
O  4.003  -1.005  8.717
C  6.000  0.679  8.768
H  6.033  -1.900  10.388
H  7.467  -1.462  9.391
H  6.459  -2.923  9.087
H  6.059  0.691  9.854
H  5.282  1.404  8.400
H  6.994  0.830  8.347
C  1.286  1.895  10.147
S  0.468  3.410  10.665
O  0.059  3.326  12.087
C  -1.035  3.084  9.721
H  1.326  1.907  9.056
H  0.779  0.974  10.441
H  2.301  1.847  10.535
H  -0.739  2.811  8.703
H  -1.686  3.947  9.610
H  -1.560  2.246  10.180
C  -1.351  -2.578  17.985
S  0.243  -3.034  17.241
O  0.473  -4.468  17.528
C  -0.345  -3.078  15.545
H  -1.226  -2.829  19.035
H  -2.165  -3.125  17.515
H  -1.506  -1.513  17.813
H  -1.017  -3.911  15.338
H  0.536  -3.385  14.969
H  -0.704  -2.146  15.108
C  -2.711  0.347  13.616
S  -2.480  2.025  14.189
O  -3.581  2.296  15.157
C  -1.002  1.768  15.207
H  -3.474  -0.169  14.207
H  -1.833  -0.275  13.817
H  -2.973  0.227  12.569
H  -0.241  1.194  14.678
H  -1.367  1.208  16.068
H  -0.602  2.742  15.466